(1)
This record from the Open Molecules 2025 dataset describes an isolated molecule of C2H8N2O. The level of theory is the ωB97M-V functional and the def2-TZVPD basis.

Geometry (Å):
C 0.3819 -0.7142 0.5586
N 1.6619 -0.8265 -0.1248
H 2.4474 -1.0534 0.4730
H 1.6820 -1.4826 -0.8988
H -0.2479 -1.6038 0.4194
H 0.4948 -0.5496 1.6372
H 0.5291 1.4129 0.8778
N -1.8637 0.6860 -0.2445
C -0.4802 0.6072 -0.3860
O 0.1636 1.7397 0.0037
H -2.3907 -0.0497 -0.6921
H -2.2736 1.6098 -0.2773
H -0.1046 0.2243 -1.3463

Calculated values
Net charge = 0
E_HOMO = -8.070 eV
LUMO = 1.1 eV
Maximum force = 4.7 eV/A
Structure (SMILES) = NC[C@@H](N)O

(2)
This record from the Open Molecules 2025 dataset describes a cluster of 6 separate species, C29H47F15NO12SSi in total. The level of theory is the ωB97M-V functional and the def2-TZVPD basis.

Geometry (Å):
C 0.1305 -3.6431 2.6381
N -0.5381 -2.4354 2.0192
C -1.7231 -2.1187 2.9051
C 0.4016 -1.2625 1.8478
O 0.3125 -0.2041 2.6965
C 1.5230 -1.2153 0.6485
S 1.0661 -0.1053 -0.8027
C 1.0046 1.7221 -0.2800
C 2.4997 2.0148 0.4102
O 2.8609 3.4411 0.4227
Si 3.6894 3.6694 1.9954
C 5.0280 2.2612 2.2393
C 2.3013 3.6284 3.3314
C 4.6403 5.3444 2.1005
H -0.6139 -4.5700 2.7324
H 0.5474 -3.4685 3.7281
H 1.0404 -4.0484 1.9885
H -2.3029 -3.1437 3.0687
H -1.3927 -1.7226 3.9644
H -2.4813 -1.3747 2.3705
H 1.6058 -2.3170 0.1964
H 2.6141 -0.9830 1.0706
H 2.1831 -0.1764 -1.6656
H 0.7689 2.4515 -1.1707
H 0.1779 1.7995 0.5589
H 2.4458 1.5115 1.4737
H 3.3342 1.4425 -0.2230
H 5.9162 2.5862 2.9304
H 4.4221 1.3353 2.6732
H 5.3688 1.9582 1.1464
H 2.4176 4.4287 4.1783
H 1.2816 3.8715 2.7678
H 2.2296 2.5235 3.7200
H 4.0242 6.2857 1.7744
H 4.9507 5.4988 3.2336
H 5.6509 5.3015 1.4936
C -4.2544 -1.2526 0.2627
C -5.5482 -0.7448 -0.3492
O -6.2733 -1.8129 -0.9801
C -6.9317 -2.6694 -0.1378
O -6.9248 -2.5645 1.0879
C -7.6883 -3.7362 -0.9251
F -6.9159 -4.3347 -1.8768
F -8.7685 -3.2216 -1.5793
F -8.1642 -4.7416 -0.1375
H -3.6502 -1.7667 -0.4915
H -3.6745 -0.4280 0.6836
H -4.4465 -1.9778 1.0605
H -5.3160 -0.0126 -1.1307
H -6.1776 -0.2359 0.3907
C 0.5637 0.9641 -7.6496
C 0.2385 -0.4374 -7.1638
O 1.3226 -0.9793 -6.3918
C 1.4496 -0.4964 -5.1163
O 0.7029 0.3500 -4.6269
C 2.6113 -1.1699 -4.3901
F 3.7591 -1.1772 -5.1269
F 2.3427 -2.4727 -4.0901
F 2.9239 -0.5645 -3.2097
H 1.5046 0.9666 -8.2090
H -0.2338 1.3474 -8.2903
H 0.6931 1.6580 -6.8123
H 0.1021 -1.0974 -8.0279
H -0.6951 -0.4640 -6.5890
C -10.3102 -4.7297 -3.1256
C -11.7582 -5.1718 -3.2445
O -12.2465 -4.9818 -4.5824
C -11.8230 -5.8963 -5.5102
O -11.0702 -6.8346 -5.2528
C -12.4333 -5.6084 -6.8795
F -12.3042 -4.3017 -7.2489
F -13.7683 -5.8841 -6.9146
F -11.8673 -6.3414 -7.8794
H -10.1983 -3.6927 -3.4578
H -9.9625 -4.8137 -2.0935
H -9.6534 -5.3359 -3.7584
H -12.3805 -4.5536 -2.5877
H -11.8943 -6.2132 -2.9287
C 5.9074 -0.7993 -2.0324
C 5.5823 -2.2009 -1.5466
O 6.6663 -2.7427 -0.7746
C 6.7934 -2.2598 0.5009
O 6.0467 -1.4135 0.9903
C 7.9550 -2.9333 1.2271
F 9.1029 -2.9407 0.4903
F 7.6865 -4.2361 1.5271
F 8.2677 -2.3279 2.4076
H 6.8484 -0.7968 -2.5918
H 5.1099 -0.4161 -2.6731
H 6.0368 -0.1054 -1.1951
H 5.4458 -2.8609 -2.4107
H 4.6487 -2.2274 -0.9718
C 6.7721 8.3835 7.5679
C 5.4783 8.8912 6.9560
O 4.7531 7.8231 6.3251
C 4.0948 6.9667 7.1674
O 4.1017 7.0715 8.3931
C 3.3381 5.8998 6.3801
F 4.1106 5.3014 5.4284
F 2.2580 6.4144 5.7259
F 2.8622 4.8944 7.1677
H 7.3762 7.8694 6.8137
H 7.3519 9.2081 7.9888
H 6.5800 7.6582 8.3657
H 5.7104 9.6234 6.1745
H 4.8488 9.4001 7.6959

Calculated values
Net charge = +1
E_HOMO = -12.417 eV
LUMO = -3.7 eV
Maximum force = 8.3 eV/A

(3)
This record from the Open Molecules 2025 dataset describes a structure of composition CH4BrNO. The level of theory is the ωB97M-V functional and the def2-TZVPD basis.

Geometry (Å):
C 0.9327 1.5563 -0.2035
N 0.0600 -0.3227 -1.3315
O 0.2693 0.9698 -1.0914
Br -0.8614 -0.3664 -3.0796
H 0.8597 2.5766 -0.4739
H 0.5569 -1.1819 1.0247
H 1.5324 1.1141 0.4996
H -0.1995 -0.9463 1.0139

Calculated values
Net charge = 0
E_HOMO (alpha / beta) = -8.853 / -8.507 eV
LUMO (alpha / beta) = -0.3 / -0.4 eV
Maximum force = 2.4 eV/A

(4)
This record from the Open Molecules 2025 dataset describes an isolated molecule of C4H8O3. The level of theory is the ωB97M-V functional and the def2-TZVPD basis.

Geometry (Å):
C -0.6723 -0.3079 -1.6092
C 0.3089 0.4681 -0.7482
O -0.2075 1.7623 -0.5624
C 0.6042 -0.2155 0.6026
O 1.2866 0.6788 1.4363
C -0.5371 -0.8255 1.3927
O -0.5721 -0.6915 2.5972
H -0.7331 0.1398 -2.6047
H -0.3636 -1.3535 -1.7205
H -1.6734 -0.2724 -1.1676
H 1.2802 0.5189 -1.2694
H 0.3770 2.1941 0.0786
H 1.2229 -1.1051 0.3710
H 0.9379 0.4891 2.3298
H -1.2585 -1.4797 0.8738

Calculated values
Net charge = 0
E_HOMO = -10.336 eV
LUMO = 0.7 eV
Maximum force = 0.6 eV/A
Structure (SMILES) = C[C@@H](O)[C@@H](O)C=O